No. 1
Below is 2 unconnected molecules or ions with the total composition C3H9BrNPS, with properties calculated with ωB97M-V/def2-TZVPD.

Results
relative energy (zero: lowest compared OMol25 entry of this formula, charge and spin)	96.2	kcal/mol
Kohn-Sham gap (spin up / spin down)	4.9 / 4.9	eV

Last column: natural (NBO) charge in e.
Cartesian coordinates (Å):
C (-0.12232, 2.29333, -1.25582)  -0.40
C (-0.61009, 1.28893, 0.98148)  -0.47
C (1.76470, -3.37739, 0.44723)  -0.72
N (-0.88417, 1.38438, -0.42413)  -0.70
P (-1.64608, 0.05617, -1.22569)  0.93
S (0.84595, -1.83070, -0.05688)  -0.49
Br (-3.03347, -0.77355, 0.17597)  -0.13
H (0.89637, 2.33031, -1.21385)  0.22
H (-0.69787, 2.08592, -2.15427)  0.21
H (-0.47093, 3.28161, -0.88507)  0.20
H (-0.35471, 2.34244, 1.30017)  0.20
H (-1.47611, 1.10771, 1.64638)  0.23
H (0.26894, 0.62566, 1.29350)  0.26
H (1.84070, -3.20287, 1.46850)  0.22
H (2.62598, -3.42629, -0.30494)  0.22
H (1.05310, -4.18564, 0.20742)  0.21

No. 2
Below is a single CH4BClS molecule, with properties calculated with ωB97M-V/def2-TZVPD.

Results
relative energy (zero: lowest compared OMol25 entry of this formula, charge and spin)	25.2	kcal/mol
Kohn-Sham gap	8.4	eV

Last column: natural (NBO) charge in e.
Cartesian coordinates (Å):
B (-1.27908, 0.79731, -0.20978)  -0.11
C (1.66406, -0.81585, 0.25508)  -0.46
S (0.39703, -0.43097, -0.63555)  0.42
Cl (-2.68618, -0.22832, 0.14671)  -0.21
H (-1.24088, 1.21330, -1.26230)  -0.04
H (-1.09478, 1.48305, 0.62252)  -0.05
H (1.86714, -0.48130, 1.27092)  0.22
H (2.37268, -1.53723, -0.18760)  0.22

No. 3
Below is a single C5H12N2O molecule, with properties calculated with ωB97M-V/def2-TZVPD.

Results
relative energy (zero: lowest compared OMol25 entry of this formula, charge and spin)	51.0	kcal/mol
Kohn-Sham gap	9.4	eV
SMILES	CN(C)CCNC=O

Last column: natural (NBO) charge in e.
Cartesian coordinates (Å):
C (0.26918, -0.89019, -0.01770)  -0.24
N (-1.06316, -0.37568, -0.06008)  -0.46
C (-1.55033, -0.02285, 1.28185)  -0.40
C (-1.98484, -1.10403, -0.92836)  -0.41
C (1.37343, 0.02229, -0.58498)  -0.24
N (1.39035, 1.43854, -0.27190)  -0.63
C (2.41876, 1.96700, 0.49647)  0.53
O (2.49719, 3.15233, 0.69197)  -0.59
H (0.45305, -1.84350, -0.54149)  0.20
H (0.46871, -1.21434, 1.00969)  0.18
H (-0.85787, 0.63639, 1.77961)  0.21
H (-1.62308, -0.97961, 1.84217)  0.16
H (-2.59969, 0.27218, 1.25183)  0.20
H (-1.88261, -2.18916, -0.82571)  0.17
H (-1.66761, -0.79650, -1.93138)  0.20
H (-3.01448, -0.74429, -0.91092)  0.21
H (2.36297, -0.45174, -0.63194)  0.21
H (1.22622, 0.01627, -1.68979)  0.19
H (0.73048, 1.96315, -0.82897)  0.41
H (3.05334, 1.14375, 0.86963)  0.11

No. 4
Below is a molecular structure, C27H44BMnN7O7P2S, with properties calculated with ωB97M-V/def2-TZVPD.

Results
Kohn-Sham gap (spin up / spin down)	3.9 / 3.9	eV
total charge	-1

Last column: Mulliken charge in e.
Cartesian coordinates (Å):
Mn (0.60908, 0.59658, 0.14703)  0.25
C (0.99806, -3.25298, -1.60290)  -1.24
C (0.89919, -2.41158, -0.48111)  -0.77
N (0.67542, -1.15543, -0.86163)  0.89
N (0.63956, -1.16165, -2.20366)  0.54
C (0.82971, -2.40653, -2.68036)  -0.59
B (0.57595, 0.20126, -2.92001)  -0.12
N (-0.67966, 0.96711, -2.46152)  0.56
C (-1.65516, 1.55108, -3.18565)  -0.57
C (-2.45145, 2.27596, -2.32387)  -1.16
C (-1.86883, 2.07522, -1.06097)  -0.49
N (-0.80320, 1.28697, -1.15903)  0.43
N (1.80850, 1.01264, -2.47283)  -0.04
C (2.85291, 1.49336, -3.17981)  -0.27
C (3.72659, 2.09192, -2.29787)  -1.25
C (3.12321, 1.92763, -1.03949)  -0.12
N (1.97087, 1.27647, -1.15826)  0.29
H (1.18587, -4.31448, -1.62520)  0.50
H (1.00547, -2.63820, 0.56950)  0.51
H (0.83390, -2.59158, -3.74274)  0.47
H (0.57007, 0.05364, -4.11644)  -0.22
H (-1.70332, 1.40790, -4.25334)  0.45
H (-3.32008, 2.86528, -2.56995)  0.54
H (-2.14964, 2.46234, -0.09299)  0.52
H (2.89086, 1.37489, -4.25111)  0.44
H (4.65810, 2.58208, -2.52849)  0.39
H (3.45059, 2.25474, -0.06494)  0.44
O (1.99974, -0.16371, 1.37838)  -0.57
N (2.48984, 0.63055, 2.31808)  0.46
C (3.55375, 0.18091, 3.02667)  -0.27
C (4.06236, 0.86868, 4.09086)  -0.94
C (3.45908, 2.09005, 4.44954)  -0.28
C (2.40912, 2.55369, 3.70486)  -0.87
C (1.90062, 1.85410, 2.58711)  0.38
S (0.64909, 2.39188, 1.57742)  -0.60
H (3.94066, -0.76030, 2.66340)  0.53
H (4.91673, 0.47072, 4.62001)  0.38
H (3.82694, 2.66158, 5.29282)  0.36
H (1.92745, 3.49413, 3.93928)  0.40
C (-4.93007, 0.63692, 0.62813)  -1.44
C (-4.29322, -0.14569, -0.49770)  2.38
C (-5.09375, -0.11029, -1.78328)  -1.57
O (-4.18093, -1.53317, -0.03759)  -0.58
P (-3.00146, -2.42031, -0.61333)  1.27
O (-2.18879, -1.80331, -1.65442)  -0.73
C (-2.13364, -2.98466, 0.87988)  -0.51
P (-1.66372, -1.70250, 2.06666)  -0.67
O (-1.01202, -0.51097, 1.53307)  -0.34
O (-3.00582, -1.30982, 2.85010)  0.03
C (-3.74366, -2.26126, 3.63573)  0.88
C (-3.64565, -1.84665, 5.09228)  -1.51
C (-5.17502, -2.28727, 3.13464)  -1.40
O (-0.85185, -2.59385, 3.10507)  -0.45
C (0.16703, -2.13778, 4.04742)  0.55
C (0.05124, -0.66359, 4.37922)  -0.94
C (1.52154, -2.50334, 3.48091)  -1.03
O (-3.81958, -3.72339, -1.05996)  -0.61
C (-3.36621, -4.75455, -1.96610)  0.61
C (-2.77344, -4.21310, -3.25515)  -1.20
C (-2.40976, -5.69272, -1.25031)  -1.03
H (-5.00428, 1.68811, 0.34469)  0.44
H (-4.32097, 0.56034, 1.52875)  0.20
H (-5.93491, 0.26052, 0.83848)  0.37
H (-3.28144, 0.21855, -0.68183)  -1.16
H (-6.09843, -0.50941, -1.62271)  0.35
H (-4.58829, -0.69067, -2.55554)  0.28
H (-5.17308, 0.92015, -2.13624)  0.38
H (-1.23364, -3.52177, 0.58004)  0.37
H (-2.79695, -3.69338, 1.38458)  0.87
H (-3.28774, -3.24910, 3.51998)  0.32
H (-4.00098, -0.82132, 5.20811)  0.31
H (-2.61202, -1.89708, 5.43580)  0.25
H (-4.25451, -2.50182, 5.71817)  0.43
H (-5.65564, -1.32510, 3.32357)  0.31
H (-5.74059, -3.06614, 3.65031)  0.44
H (-5.20419, -2.47166, 2.06120)  0.22
H (-0.04453, -2.73818, 4.93679)  0.25
H (0.21415, -0.04990, 3.49551)  -0.13
H (0.81274, -0.41497, 5.12238)  0.48
H (-0.92859, -0.42159, 4.79411)  0.27
H (1.73940, -1.88104, 2.60811)  -0.24
H (1.55075, -3.55920, 3.20704)  0.42
H (2.28952, -2.31925, 4.23594)  0.51
H (-4.29009, -5.28949, -2.19721)  0.26
H (-1.81966, -3.71496, -3.08024)  0.15
H (-3.44736, -3.49277, -3.71947)  0.29
H (-2.62149, -5.04894, -3.94305)  0.49
H (-1.45881, -5.19432, -1.04683)  0.00
H (-2.20169, -6.55937, -1.88102)  0.50
H (-2.83968, -6.04122, -0.30976)  0.28

No. 5
Below is a single C5H8O2 molecule, with properties calculated with ωB97M-V/def2-TZVPD.

Results
relative energy (zero: lowest compared OMol25 entry of this formula, charge and spin)	141.3	kcal/mol
Kohn-Sham gap	9.5	eV

Last column: natural (NBO) charge in e.
Cartesian coordinates (Å):
O (-1.80424, 1.04852, 0.58457)  -0.30
C (-0.91811, -0.10318, 0.39360)  0.10
C (-0.50491, -0.38904, -1.05664)  -0.49
C (0.93365, -0.37576, -0.57028)  0.04
C (2.07743, -0.80894, -1.07682)  -0.41
O (-1.32759, 2.21785, -0.18546)  -0.57
C (0.52813, 0.23022, 0.76168)  -0.48
H (-2.65671, 0.86504, 0.15704)  0.51
H (-1.38421, -0.92389, 0.94547)  0.20
H (-0.73364, 0.49387, -1.66290)  0.27
H (-0.88504, -1.30415, -1.52020)  0.22
H (3.00898, -0.72647, -0.52274)  0.20
H (2.12522, -1.25146, -2.06860)  0.20
H (0.63720, 1.31956, 0.76438)  0.28
H (0.93045, -0.21013, 1.67779)  0.22

No. 6
Below is a molecular structure, C48H57Br2Cl2N3O4SeSiSn, with properties calculated with ωB97M-V/def2-TZVPD.

Results
relative energy (zero: lowest compared OMol25 entry of this formula, charge and spin)	0.0	kcal/mol
Kohn-Sham gap	5.5	eV
total charge	-2

Last column: Mulliken charge in e.
Cartesian coordinates (Å):
Sn (0.37537, 0.54426, 0.42031)  -0.70
Br (2.31936, 3.12643, 4.30731)  -0.19
C (3.04777, 1.48317, 3.59744)  0.86
Br (1.89512, -0.02787, 3.92560)  -0.05
H (3.98678, 1.30134, 4.09985)  0.45
H (3.12216, 1.61428, 2.51382)  -1.02
C (-4.30560, -2.01701, -0.33947)  -1.25
C (-3.67390, -0.62989, -0.48561)  2.05
C (-4.30478, 0.08847, -1.68103)  -1.91
C (-3.78117, 0.19637, 0.78631)  0.19
C (-5.01872, 0.72998, 1.13268)  -0.43
C (-5.16128, 1.56979, 2.22227)  -1.53
C (-4.04749, 1.90115, 2.97691)  -0.45
C (-2.80054, 1.35712, 2.69433)  0.75
C (-1.61345, 1.65871, 3.59009)  2.61
C (-1.49022, 0.57624, 4.66584)  -1.28
C (-1.66128, 3.03988, 4.23640)  -2.00
C (-2.67197, 0.46692, 1.61228)  -0.64
N (-1.42162, -0.16755, 1.38018)  0.59
C (-1.39751, -1.53849, 1.54385)  -0.11
C (-0.39054, -2.27505, 0.95613)  -0.28
N (0.60479, -1.61731, 0.26456)  0.64
C (1.35732, -2.35632, -0.68161)  -0.09
C (2.75566, -2.44401, -0.53766)  0.82
C (3.48395, -3.17994, -1.46446)  -0.56
C (2.86052, -3.83619, -2.51626)  -1.53
C (1.49068, -3.71855, -2.67279)  -0.55
C (0.72707, -2.96505, -1.78256)  0.94
C (-0.74795, -2.75112, -2.07376)  2.22
C (-1.47435, -4.04872, -2.42414)  -2.09
C (-0.91203, -1.69808, -3.17366)  -1.33
C (3.44138, -1.79836, 0.64937)  2.59
C (3.35437, -2.75575, 1.84236)  -1.45
C (4.88548, -1.38474, 0.39085)  -2.02
C (-0.57522, -3.69439, 1.28146)  0.27
C (0.06720, -4.87146, 1.00364)  0.51
C (-0.45499, -6.07906, 1.55213)  -1.11
C (-1.56728, -6.11154, 2.34992)  -1.01
C (-2.24844, -4.89802, 2.66176)  1.20
C (-3.39631, -4.74497, 3.49335)  -0.90
C (-3.91126, -3.49457, 3.71043)  -1.24
C (-3.35441, -2.31738, 3.13302)  0.84
C (-2.25499, -2.43915, 2.32607)  -0.24
C (-1.72734, -3.74325, 2.11489)  -0.38
H (-4.18832, -2.58179, -1.26849)  0.39
H (-5.37908, -1.92705, -0.14101)  0.38
H (-3.86287, -2.59614, 0.46839)  0.01
H (-2.60919, -0.74731, -0.69579)  -0.82
H (-5.38864, 0.18116, -1.55961)  0.37
H (-4.13010, -0.49065, -2.59297)  0.45
H (-3.87154, 1.07845, -1.81229)  0.27
H (-5.88205, 0.50510, 0.51672)  0.31
H (-6.13101, 1.98813, 2.46800)  0.34
H (-4.15610, 2.58490, 3.80994)  0.23
H (-0.71133, 1.62490, 2.97604)  -0.92
H (-2.40363, 0.54354, 5.26938)  0.26
H (-0.64549, 0.78211, 5.32664)  0.45
H (-1.34285, -0.40796, 4.21958)  0.05
H (-2.46091, 3.11662, 4.97913)  0.40
H (-1.81147, 3.82369, 3.49131)  0.39
H (-0.71720, 3.23197, 4.74960)  0.32
H (4.56039, -3.23943, -1.36583)  0.22
H (3.44744, -4.40737, -3.22627)  0.31
H (1.00397, -4.19446, -3.51696)  0.24
H (-1.21217, -2.34820, -1.17588)  -1.21
H (-1.13281, -4.45878, -3.37905)  0.42
H (-2.54756, -3.86775, -2.51224)  0.42
H (-1.31860, -4.80536, -1.65273)  0.35
H (-0.38926, -2.00146, -4.08718)  0.39
H (-0.51705, -0.73035, -2.85091)  -0.09
H (-1.96821, -1.55243, -3.41651)  0.52
H (2.89161, -0.88831, 0.89911)  -1.00
H (3.85799, -3.69816, 1.60171)  0.30
H (2.31639, -2.97830, 2.09767)  0.15
H (3.83561, -2.32353, 2.72199)  0.45
H (5.54106, -2.25174, 0.25930)  0.46
H (5.25878, -0.81406, 1.24284)  0.43
H (4.96931, -0.73671, -0.48238)  0.31
H (0.95273, -4.90523, 0.38057)  0.51
H (0.05807, -7.00675, 1.32345)  0.41
H (-1.92999, -7.05278, 2.74913)  0.37
H (-3.85256, -5.61553, 3.95227)  0.37
H (-4.78373, -3.38682, 4.34540)  0.41
H (-3.81408, -1.35625, 3.32900)  0.53
Cl (4.34230, -0.58060, -4.33580)  -0.25
C (2.78299, -0.35163, -3.49285)  0.94
Cl (2.92616, 0.64837, -2.05998)  -0.02
H (2.43499, -1.33520, -3.20403)  -0.74
H (2.10994, 0.12669, -4.19456)  0.14
O (5.24762, 2.28606, 0.30440)  -0.77
C (4.07753, 2.69798, 0.33019)  -0.21
O (3.03504, 2.10717, 0.72200)  0.21
C (3.83654, 4.13471, -0.16901)  0.36
C (2.54076, 4.60387, -0.35665)  -0.57
C (2.30550, 5.90981, -0.76941)  -0.73
C (3.36537, 6.77163, -1.00189)  -0.44
C (4.64873, 6.27742, -0.81600)  -0.02
C (4.91138, 4.97986, -0.41177)  -0.31
N (5.78067, 7.18739, -1.06127)  1.04
O (5.54171, 8.32015, -1.43611)  -0.66
O (6.90537, 6.77573, -0.88042)  -0.63
H (1.71619, 3.92395, -0.17034)  0.65
H (1.28967, 6.25503, -0.91005)  0.50
H (3.21876, 7.79206, -1.31858)  0.46
H (5.91652, 4.60763, -0.28380)  0.59
C (0.43509, 2.05200, -4.33992)  -0.84
Si (-0.92662, 3.02263, -3.45681)  0.56
C (-2.47634, 2.86399, -4.53851)  -1.15
C (-0.42152, 4.84459, -3.49703)  -1.07
Se (-1.29013, 2.29195, -1.40655)  -0.81
H (0.62422, 2.42331, -5.35278)  0.42
H (0.14881, 0.99777, -4.40807)  0.10
H (1.36553, 2.10689, -3.76944)  0.15
H (-2.33991, 3.32695, -5.52177)  0.36
H (-3.33036, 3.33687, -4.04726)  0.28
H (-2.72401, 1.80904, -4.68403)  0.25
H (-0.53411, 5.26607, -4.50202)  0.37
H (0.62262, 4.95214, -3.19892)  0.23
H (-1.03288, 5.42750, -2.80442)  0.28

E_tot (Ha)
-3487.88985 -923.68968 -382.42121 -4222.25229 -345.57971 -11302.32722